20
Properties=species:S:1:pos:R:3:nbo_charge:R:1 method="wB97M-V/def2-TZVPD" orbital_gap_ha=0.3655 e_tot_ev=-9392.451 total_charge=0 lumo_ev=0.83 de_lowest_kj_mol=424.41
C 0.158 1.414 1.144 -0.628
C 0.259 0.489 -0.085 -0.084
C -0.950 0.647 -0.899 -0.243
C -1.030 -1.089 0.849 -0.243
C 0.201 -0.985 0.100 -0.084
C 1.680 0.158 -0.675 -0.218
H 0.069 2.465 0.681 0.222
H 1.211 1.145 1.668 0.242
H -0.799 1.229 1.702 0.226
H -0.942 0.371 -1.921 0.186
H -1.307 1.714 -1.123 0.187
H -2.206 -0.915 -1.024 0.357
H -1.070 -0.648 1.855 0.208
H -1.235 -2.119 0.968 0.202
H 0.140 -1.493 -0.900 0.165
H 2.084 -1.790 -0.117 0.345
H 2.559 0.845 -0.557 0.207
H 1.412 -0.251 -1.768 0.167
N -1.938 -0.291 -0.230 -0.616
N 1.706 -0.895 0.333 -0.598